Record 1
This record from the Open Molecules 2025 dataset describes 7 unconnected molecules or ions with the total composition C35H64NO24P. The level of theory is ωB97M-V with the def2-TZVPD basis set.

The geometry in XYZ format:
```
125
C35H64NO24P, DFT ωB97M-V with the def2-TZVPD basis set
C 8.22616 4.58999 -2.53376
C 7.29919 3.47014 -2.90846
O 6.84941 3.40229 -4.01633
N 6.95253 2.56198 -1.91236
C 7.03557 1.14085 -2.32213
C 6.03167 0.28697 -1.55968
C 5.73501 -1.04559 -2.25651
C 4.24891 -1.25758 -2.39042
O 3.71734 -0.16252 -3.17524
P 3.15833 -0.50517 -4.61844
O 3.67788 -1.69883 -5.26206
O 3.49803 0.82467 -5.43226
O 1.57371 -0.52793 -4.42656
C 0.97626 0.72275 -4.13468
O -0.17545 0.43488 -3.39437
C -0.61253 1.56486 -2.70935
C -1.56470 2.35390 -3.35537
C -2.06139 3.51328 -2.76886
C -3.05665 4.39053 -3.46595
C -1.58479 3.83921 -1.50080
C -0.62922 3.04334 -0.86577
C -0.10103 1.88255 -1.44175
C 0.97407 1.04796 -0.74311
C 1.24277 1.50151 0.70070
C 0.74110 -0.46553 -0.79564
H 8.97646 4.71794 -3.30352
H 8.73377 4.42446 -1.58717
H 7.67696 5.52152 -2.44983
H 7.59414 2.71659 -1.14566
H 6.87389 1.07438 -3.39100
H 8.03882 0.76837 -2.11050
H 5.13298 0.88759 -1.44541
H 6.41177 0.11614 -0.55567
H 6.17069 -1.04470 -3.25408
H 6.19117 -1.85731 -1.69894
H 3.78868 -1.17925 -1.40748
H 3.98036 -2.22515 -2.79638
H 3.70607 1.53797 -4.81153
H 0.72535 1.24412 -5.05745
H 1.63227 1.34909 -3.52627
H -1.90378 2.04184 -4.33141
H -3.88795 4.65911 -2.82541
H -3.39173 3.94831 -4.39614
H -2.54123 5.30789 -3.74824
H -1.95730 4.71788 -0.99649
H -0.31552 3.37375 0.10883
H 1.89362 1.24646 -1.29853
H 2.03202 2.24765 0.71585
H 1.61131 0.64987 1.26371
H 0.36665 1.89528 1.19843
H 1.46352 -0.92787 -0.12612
H -0.24347 -0.74318 -0.43274
H 0.93798 -0.86034 -1.77996
C 1.00902 -5.12653 1.64902
O 0.60293 -4.69269 2.95142
C 0.62220 -3.37100 3.11827
O 0.94083 -2.56064 2.28955
O 0.23090 -3.10449 4.36309
C 0.20888 -1.71107 4.68981
H 0.94506 -6.21072 1.64592
H 0.34225 -4.72890 0.88637
H 2.03489 -4.82524 1.44750
H -0.49111 -1.17847 4.04934
H 1.20432 -1.28015 4.59938
H -0.12039 -1.64580 5.72241
C -2.40590 -7.06828 2.36140
O -3.45383 -6.63884 1.48929
C -3.16342 -6.75728 0.19370
O -2.13240 -7.17592 -0.26231
O -4.21464 -6.33368 -0.50547
C -4.04600 -6.40046 -1.92504
H -2.75827 -6.91688 3.37730
H -2.18872 -8.12465 2.21379
H -1.50951 -6.47442 2.20133
H -3.88101 -7.42772 -2.24331
H -3.21586 -5.77280 -2.24176
H -4.96931 -6.02845 -2.35839
C -6.43781 -7.67300 1.60098
O -7.07242 -7.88194 2.86784
C -8.18714 -7.17861 3.04425
O -8.67928 -6.41928 2.25182
O -8.66964 -7.46049 4.25579
C -9.87604 -6.76806 4.57999
H -5.55317 -8.30011 1.59196
H -7.09924 -7.97144 0.78901
H -6.14119 -6.63583 1.48393
H -10.66907 -7.03020 3.88242
H -9.71518 -5.69181 4.57359
H -10.15175 -7.08824 5.58044
C 0.23717 8.04149 -7.30452
O -0.95180 7.83036 -6.53905
C -1.73731 8.90157 -6.44131
O -1.52565 9.98020 -6.92855
O -2.79952 8.57024 -5.70793
C -3.73644 9.63211 -5.51719
H 0.77413 7.09777 -7.29979
H -0.00941 8.31529 -8.32828
H 0.85412 8.81373 -6.84973
H -4.13757 9.96673 -6.47172
H -3.27175 10.46518 -4.99368
H -4.53869 9.22406 -4.90958
C -3.29870 2.26404 1.61890
O -3.71481 2.62693 2.93798
C -3.70314 3.93787 3.16686
O -3.37906 4.78939 2.38056
O -4.10938 4.14648 4.41852
C -4.14457 5.52253 4.80189
H -3.34972 1.18060 1.56145
H -3.96329 2.69442 0.87243
H -2.27584 2.58488 1.43622
H -4.83860 6.07832 4.17462
H -3.15170 5.96374 4.74115
H -4.48902 5.54306 5.83147
C 2.91969 -3.74443 6.06439
O 3.08675 -2.69430 7.02118
C 4.33743 -2.25133 7.13694
O 5.28899 -2.65269 6.52088
O 4.35164 -1.28331 8.05280
C 5.64129 -0.71192 8.28149
H 1.86734 -4.00657 6.06855
H 3.20035 -3.40295 5.06884
H 3.50987 -4.61577 6.34140
H 6.02660 -0.25685 7.37123
H 6.33652 -1.46615 8.64445
H 5.50540 0.05243 9.04072
```

Calculated values
Kohn-Sham gap ... 9.166 eV
Electronic energy ... -3574.06839 a.u.

---

Record 2
This record from the Open Molecules 2025 dataset describes a single C4H8O2 molecule. The level of theory is ωB97M-V with the def2-TZVPD basis set.

The geometry in XYZ format:
```
14
C4H8O2, DFT ωB97M-V with the def2-TZVPD basis set
C -1.11719 1.84807 -0.33506
O -0.76108 0.50540 -0.51976
C 0.56282 0.26702 -0.13012
C 0.82507 -1.20304 -0.26968
C 0.04494 -1.95010 0.78402
O 0.43560 -3.02348 1.16849
H -2.15498 1.95339 -0.65349
H -0.47602 2.50834 -0.93809
H -1.02635 2.14369 0.72198
H 0.70480 0.53402 0.93486
H 1.28284 0.85373 -0.71786
H 1.88079 -1.39932 -0.05465
H 0.61824 -1.59147 -1.27608
H -0.81949 -1.44625 1.28545
```

Calculated values
Kohn-Sham gap ... 10.645 eV
Electronic energy ... -307.65094 a.u.

---

Record 3
This record from the Open Molecules 2025 dataset describes a molecular structure, C18H27N2O5P2SYb. The level of theory is ωB97M-V with the def2-TZVPD basis set.

The geometry in XYZ format:
```
56
C18H27N2O5P2SYb, DFT ωB97M-V with the def2-TZVPD basis set
Yb 0.20404 -0.91528 -1.12891
P -0.54557 1.85080 -1.87012
C 1.27398 1.91891 -1.73773
C 1.81535 1.95444 -0.35138
N 1.47703 0.88183 0.40808
C 2.03283 0.82154 1.63642
C 2.80178 1.85998 2.17109
C 3.12485 2.97496 1.39587
C 2.63844 3.01744 0.09028
C 1.76636 -0.35669 2.56326
P 1.09848 -1.86248 1.69217
H 2.89666 3.84144 -0.57363
H 3.16580 1.73996 3.19703
H 3.78750 3.74293 1.78786
H 2.66648 -0.60627 3.18314
H 0.96484 -0.07307 3.28203
H 1.65418 0.79005 -2.34130
H 1.61656 2.83022 -2.23171
H 1.51324 -2.49791 -2.41900
O 1.69613 -0.34966 -2.60604
H 2.51636 -0.54546 -3.11504
H -1.09943 -2.95599 -0.64938
O 0.90066 -2.92572 -1.88300
H 1.33031 -3.77974 -1.81000
C 2.66579 -2.77525 1.51613
H 3.05526 -3.05943 2.50037
H 2.49280 -3.68358 0.92450
H 3.38826 -2.13918 0.99081
C 0.37500 -2.74986 3.11895
H -0.33992 -3.46481 2.68896
H 1.11453 -3.30626 3.70905
H -0.18575 -2.06746 3.77089
C -1.16315 3.31025 -0.98262
H -0.90822 4.18977 -1.58228
H -2.25482 3.22146 -0.90960
H -0.73680 3.37702 0.02534
C -0.82942 2.34754 -3.62008
H -1.84553 2.03038 -3.89029
H -0.75253 3.42585 -3.81689
H -0.11073 1.79306 -4.23548
O -3.92226 -0.68793 -3.70997
S -3.64889 -0.17672 -2.39340
O -3.51941 1.26074 -2.19523
N -2.16743 -1.02719 -1.77518
C -2.53140 -1.73864 -0.74048
O -1.65379 -2.52941 -0.02708
C -3.85783 -1.63617 -0.23243
C -4.28788 -2.17202 0.98699
C -5.57684 -1.83937 1.37526
C -6.38070 -1.00972 0.57123
C -5.92018 -0.49068 -0.65113
C -4.64032 -0.83313 -1.05293
H -3.61160 -2.84515 1.52504
H -5.96303 -2.21395 2.31568
H -7.39119 -0.76269 0.88405
H -6.49879 0.16737 -1.29903
```

Calculated values
Multiplicity ... 2
Kohn-Sham gap (alpha / beta) ... 6.779 / 5.969 eV
<S²> ... 0.751
Electronic energy ... -3426.89253 a.u.
Net charge ... +2

---

Record 4
This record from the Open Molecules 2025 dataset describes 2 unconnected molecules or ions with the total composition CH3ClOS2. The level of theory is ωB97M-V with the def2-TZVPD basis set.

The geometry in XYZ format:
```
8
CH3ClOS2, DFT ωB97M-V with the def2-TZVPD basis set
C -0.46186 -1.34447 0.79437
O 0.45514 2.38220 0.11718
S 0.34725 -1.04037 -0.75076
S 1.23926 1.70791 -0.92466
Cl 0.37601 2.32774 -2.75755
H 0.09127 -1.94586 1.38601
H -1.46181 -1.78334 0.80606
H -0.58527 -0.30382 1.32935
```

Calculated values
Kohn-Sham gap (alpha / beta) ... 7.680 / 7.122 eV
Electronic energy ... -1371.62130 a.u.

---

Record 5
This record from the Open Molecules 2025 dataset describes a molecular structure, C19H27AlBF4N2O7P2S. The level of theory is ωB97M-V with the def2-TZVPD basis set.

The geometry in XYZ format:
```
64
C19H27AlBF4N2O7P2S, DFT ωB97M-V with the def2-TZVPD basis set
C 1.59368 -4.91464 0.71783
C 1.09165 -3.48870 0.49282
C 1.83912 -2.75140 -0.62769
C 1.11947 -1.39289 -0.89364
C 1.58888 -0.37398 0.15265
C 1.11239 1.06377 0.01702
C 2.02412 2.08264 0.36524
P 3.71001 1.71010 0.94790
O 3.71823 0.92319 2.18012
O 4.53583 0.96005 -0.23186
O 4.45770 3.09222 1.19197
C 1.68377 3.43342 0.32257
C 0.40437 3.80250 -0.05919
C -0.49689 2.81084 -0.39688
C -0.17929 1.44447 -0.38399
N -1.15901 0.45376 -0.75459
B -1.32957 0.32340 -2.23320
O -1.18610 1.39344 -3.10481
O -1.64452 -0.89949 -2.78109
C -0.73366 -1.37277 -3.77150
C -0.44692 -2.86719 -3.56467
C -2.46430 0.72621 -0.20799
C -3.17082 -0.35583 0.31281
C -4.45457 -0.19644 0.82572
P -5.35306 -1.62940 1.43256
N -6.74291 -1.71884 0.74258
O -5.50177 -1.57951 3.03810
O -4.49661 -2.94123 1.04913
C -5.04209 1.06889 0.86045
C -4.34161 2.14414 0.34940
C -3.06646 1.98183 -0.18650
S -2.14355 3.34666 -0.82306
H 2.62591 -4.95996 1.06435
H 0.98786 -5.39255 1.49559
H 1.43663 -5.52198 -0.17828
H 0.00837 -3.46980 0.34753
H 1.28924 -2.93808 1.41915
H 1.81205 -3.33769 -1.54851
H 2.84668 -2.52488 -0.27262
H 1.26598 -1.05287 -1.92175
H 0.06445 -1.60650 -0.73743
H 2.67368 -0.44036 0.18710
H 1.25467 -0.70805 1.14080
H 4.18007 1.17453 -1.10335
H 4.49527 3.60315 0.37166
H 2.40045 4.18562 0.62427
H 0.12165 4.84784 -0.06852
H -0.27887 1.71175 -3.16278
H -1.15895 -1.26103 -4.77435
H 0.19222 -0.79245 -3.78711
H -0.81409 -3.17362 -2.58587
H 0.62089 -3.06661 -3.66308
H -0.95491 -3.46740 -4.32096
H -2.72943 -1.34482 0.29574
H -7.50651 -1.71242 1.40672
H -5.20215 -2.43131 3.39012
H -4.60534 -3.08060 0.09812
H -6.03314 1.19458 1.27738
H -4.76856 3.14008 0.37798
F 5.96072 6.89705 3.65433
Al 6.25019 5.23848 3.90936
F 5.30921 4.34023 2.81162
F 5.83251 4.82900 5.50252
F 7.89621 4.90743 3.64511
```

Calculated values
Kohn-Sham gap ... 8.342 eV
Electronic energy ... -3124.69563 a.u.
Net charge ... -1